Entry 1:
ORCA calculation (ωB97M-V/def2-TZVPD) on a cluster of 2 separate species, C3H9FS in total.

## Properties
* spin multiplicity: 1
* orbital gap: 0.359 Ha
* SMILES: CCS.CF
* relative energy (zero: lowest compared OMol25 entry of this formula, charge and spin): 15.2 kcal/mol

```
14
Properties=species:S:1:pos:R:3:forces:R:3
C -1.448 -0.631 0.933 -0.119 -0.060 0.262
C -0.642 -0.807 -0.346 -0.304 -0.144 -0.476
S 0.987 -1.573 -0.080 -0.078 -0.857 0.213
H -1.590 -1.603 1.435 0.027 0.399 -0.180
H -2.439 -0.206 0.703 0.309 -0.127 0.110
H -0.925 0.050 1.626 -0.334 -0.353 -0.274
H -1.156 -1.500 -1.040 0.228 0.310 0.320
H -0.507 0.157 -0.872 -0.441 -0.902 0.228
H 1.474 -0.607 0.728 -0.086 -0.772 -0.115
C 1.265 1.353 -0.660 0.737 0.984 -1.348
F 0.804 1.081 0.614 0.277 1.288 0.217
H 2.189 1.954 -0.613 -0.391 -0.195 0.230
H 0.507 1.917 -1.229 0.207 -0.093 0.441
H 1.482 0.415 -1.197 -0.032 0.522 0.373
```
Forces are in eV/Å.

These are the natural (NBO) partial charges, in e, on atoms 1 to 8:
1. C -0.621
2. C -0.509
3. S -0.073
4. H 0.213
5. H 0.207
6. H 0.219
7. H 0.219
8. H 0.201

Entry 2:
ORCA calculation (ωB97M-V/def2-TZVPD) on a structure of composition C38H31Cl2FN2O2PtTe.

## Properties
* spin multiplicity: 4
* net charge: -1
* orbital gap (alpha / beta): 0.193 / 0.236 Ha
* expectation value of S²: 3.77

```
78
Properties=species:S:1:pos:R:3:forces:R:3
Pt 0.044 -0.479 -0.113 0.007 0.262 -0.266
Cl -0.930 -5.470 0.586 -0.026 0.004 0.033
C -1.017 -4.181 1.746 -0.122 -0.142 0.220
C -1.570 -4.434 3.008 0.066 -0.037 -0.221
C -1.632 -3.455 3.957 -0.052 0.090 0.149
Cl -2.331 -3.821 5.521 0.057 0.048 -0.070
C -1.137 -2.158 3.691 0.015 -0.113 -0.144
C -1.079 -1.102 4.626 -0.081 -0.086 0.003
C -0.502 0.076 4.258 0.154 0.270 0.108
C -0.027 0.247 2.948 -0.057 0.404 0.090
N -0.135 -0.686 2.037 0.140 -0.518 0.088
C -0.630 -1.905 2.395 -0.028 -0.141 0.186
C -0.540 -2.924 1.377 0.025 0.008 -0.045
O -0.034 -2.649 0.239 -0.058 -0.071 -0.153
H -1.953 -5.420 3.230 0.022 -0.022 -0.024
H -1.479 -1.243 5.621 0.035 -0.030 -0.006
H -0.395 0.886 4.969 -0.035 -0.011 -0.084
H 0.431 1.177 2.636 -0.083 0.055 -0.002
C -9.256 2.021 -1.871 0.091 -0.024 0.036
C -7.797 1.800 -1.558 -0.032 -0.017 -0.001
C -6.869 2.824 -1.682 -0.012 0.012 -0.008
C -5.517 2.624 -1.411 0.130 0.157 0.099
C -4.582 3.814 -1.451 -0.127 -0.120 -0.041
C -5.072 1.350 -1.045 -0.012 -0.093 0.163
Te -2.883 0.932 -0.717 -0.246 -0.515 -0.120
N -0.677 1.297 -0.826 -0.198 1.327 0.062
C -0.424 2.623 -0.789 -0.111 -0.320 -0.203
O -1.269 3.530 -0.911 0.084 -0.354 -0.013
C 1.021 3.071 -0.693 0.060 -0.189 0.036
C 1.446 4.075 -1.558 0.024 0.069 -0.034
C 2.763 4.512 -1.538 -0.014 -0.042 0.004
C 3.664 3.970 -0.628 -0.052 -0.007 0.001
C 3.242 2.982 0.250 -0.003 0.014 0.045
C 1.931 2.526 0.207 -0.009 0.101 -0.054
C -2.792 0.299 -2.752 0.094 -0.099 -0.058
C -2.893 1.294 -3.723 0.055 -0.071 0.016
C -2.890 0.986 -5.075 0.010 0.014 0.017
C -2.778 -0.338 -5.468 0.026 -0.053 0.055
C -2.638 -1.328 -4.506 -0.021 0.033 -0.053
C -2.630 -1.042 -3.140 -0.018 0.025 0.080
C -2.394 -2.175 -2.170 -0.150 0.165 -0.129
C -6.001 0.315 -0.843 -0.048 0.055 -0.110
C -5.646 -1.079 -0.364 -0.031 0.170 -0.148
C -7.348 0.564 -1.116 0.034 0.004 0.032
H -9.451 3.062 -2.131 0.008 -0.021 0.006
H -9.884 1.761 -1.016 0.002 0.008 -0.018
H -9.572 1.398 -2.710 -0.008 0.013 0.000
H -7.205 3.813 -1.985 0.020 -0.037 0.021
H -5.132 4.729 -1.680 -0.017 -0.039 0.026
H -3.796 3.700 -2.195 0.067 -0.002 0.039
H -4.074 3.943 -0.493 0.019 0.001 -0.075
H 0.727 4.506 -2.246 0.039 -0.032 0.047
H 3.090 5.275 -2.236 -0.027 -0.012 0.042
H 4.690 4.318 -0.605 -0.002 -0.024 -0.014
H 3.939 2.549 0.960 -0.045 0.011 -0.066
H 1.615 1.722 0.854 -0.001 -0.059 0.033
H -2.939 2.331 -3.420 -0.064 0.021 0.028
H -2.966 1.779 -5.812 -0.006 -0.050 0.053
H -2.781 -0.600 -6.521 0.006 -0.004 0.047
H -2.523 -2.362 -4.816 0.002 0.051 0.010
H -2.408 -3.138 -2.681 -0.059 0.045 -0.022
H -3.132 -2.193 -1.370 -0.046 0.015 0.043
H -1.423 -2.080 -1.692 0.162 -0.003 0.084
H -4.799 -1.086 0.316 0.072 0.028 0.037
H -5.396 -1.726 -1.208 0.045 0.012 -0.016
H -6.501 -1.526 0.148 0.018 0.022 -0.028
H -8.067 -0.240 -0.970 0.038 0.036 -0.009
F 5.831 -0.115 -2.449 0.026 0.023 0.011
C 4.553 -0.215 -1.984 0.002 0.007 -0.001
C 4.303 -1.017 -0.892 -0.070 -0.080 0.130
C 2.990 -1.114 -0.430 0.114 0.068 -0.194
C 1.941 -0.419 -1.041 0.383 -0.230 0.446
C 2.250 0.374 -2.142 -0.025 0.010 -0.131
C 3.554 0.485 -2.622 -0.131 0.060 -0.130
H 5.119 -1.549 -0.415 -0.052 0.019 -0.037
H 2.786 -1.751 0.425 0.001 -0.002 -0.002
H 1.463 0.935 -2.638 0.040 -0.007 0.042
H 3.794 1.115 -3.473 -0.016 -0.060 0.059
```
Forces are in eV/Å.

These are the Mulliken partial charges, in e, on atoms 1 to 8:
1. Pt 1.533
2. Cl -0.250
3. C 0.535
4. C -0.647
5. C 0.716
6. Cl -0.298
7. C -0.199
8. C -0.785

Which of these has the lowest spin multiplicity? C3H9FS

Among the records above, which one has the highest spin multiplicity? C38H31Cl2FN2O2PtTe

Which of these has the lowest spin multiplicity? C3H9FS